# 1
Entry from the OMol25 dataset: a gas-phase ion, CH4NO5S2 (charge -1) in a non-equilibrium geometry (ωB97M-V/def2-TZVPD).

Last column: Löwdin charge in e.
Atoms and positions in Å:
C 1.0980 -0.6585 -0.3378  -0.410
N 0.6954 -1.3140 -1.5230  -0.079
O -1.9981 -1.0665 0.7104  -0.469
O -1.1877 1.0922 0.0407  -0.556
O -0.6897 0.3635 2.3329  -0.309
O 1.3211 1.5466 0.7980  -0.375
O 0.6778 1.5859 -1.6299  -0.352
S -1.9365 0.3046 1.2636  0.865
S 0.5615 0.9649 -0.3051  0.612
H 0.8488 -1.0969 0.5969  0.029
H -0.2855 -1.5214 -1.4812  0.036
H 0.7693 -0.7259 -2.3337  0.039
H 0.1257 0.5255 1.8683  -0.030

## Properties
charge = -1
ΔE to the lowest compared entry with this formula, charge and spin = 228.6 kJ/mol



# 2
Entry from the OMol25 dataset: a gas-phase ion, CH4NO5S2 (charge -1) in a non-equilibrium geometry (ωB97M-V/def2-TZVPD).

Last column: Löwdin charge in e.
Atoms and positions in Å:
C 0.9218 -0.4100 -1.0596  -0.165
N 0.2391 0.0331 1.5649  -0.280
O 0.3314 1.0803 2.5412  -0.403
O 0.6156 2.2085 0.2814  -0.455
O -1.4848 -1.3084 -2.0341  -0.399
O -1.4745 0.6016 -0.4098  -0.509
O -0.9791 -1.6988 0.2810  -0.386
S -0.4019 1.4723 0.9892  0.858
S -0.8322 -0.7350 -0.8020  0.492
H 1.4653 -1.0571 -0.4666  0.021
H 1.2217 -0.1942 -2.1667  0.105
H 0.9996 0.6189 -0.5321  0.015
H -0.6220 -0.6111 1.8133  0.105

## Properties
charge = -1
ΔE to the lowest compared entry with this formula, charge and spin = 375.0 kJ/mol



# 3
Entry from the OMol25 dataset: 2 unconnected molecules or ions with the total composition CH4NOP in a non-equilibrium geometry (ωB97M-V/def2-TZVPD).

Last column: Löwdin charge in e.
Atoms and positions in Å:
C 0.7638 -0.4872 0.4871  -0.181
N -1.1895 1.7674 -2.1752  -0.555
O -0.5056 -0.8681 0.9626  -0.163
P -1.6563 2.6888 -1.1489  0.597
H 1.2816 -1.4298 0.3120  0.080
H 1.3064 -0.0122 1.2696  0.063
H 0.7279 0.1500 -0.3733  0.045
H -0.7283 -1.8090 0.6661  0.114

## Properties
ΔE to the lowest compared entry with this formula, charge and spin = 217.2 kJ/mol